Record 1
Density functional theory data (wB97M-V/def2-TZVPD) for 2 unconnected molecules or ions with the total composition C2H8N4O.

Geometry as XYZ:
```
15
Properties=species:S:1:pos:R:3:forces:R:3:mulliken_spin:R:1
C -1.889096 -0.891393 -0.977273 2.04 0.13 -3.32 0.88
C 2.203687 0.458158 0.619637 1.23 0.56 -0.13 0.00
N 1.496981 -0.396516 0.107437 -0.09 -2.73 -0.67 0.00
N -1.859061 -0.003290 -0.106043 -4.76 -1.98 3.36 0.12
N -2.065038 -1.725271 -1.863797 -1.00 -5.19 -2.72 0.16
N 1.397352 1.533345 1.178229 3.88 4.40 2.19 0.00
O -1.112910 0.794191 0.410010 3.00 3.59 -0.09 0.72
H 3.337086 0.504773 0.663905 -1.49 0.34 0.32 0.00
H 2.097953 -1.188091 -0.153317 -0.36 0.06 -0.49 0.00
H -2.708839 -0.220903 0.404638 -0.52 0.67 2.03 0.03
H -2.384040 -1.615588 -2.859335 1.32 0.55 0.68 0.03
H -2.131761 -2.788722 -1.608654 -0.64 2.08 -0.17 0.06
H 0.505478 1.342908 1.479775 -2.83 -1.71 0.41 0.00
H 1.254626 2.393644 0.563170 0.88 -0.98 0.85 0.00
H 1.857582 1.802754 2.141618 -0.66 0.21 -2.25 0.00
```
Positions in Å, forces in eV/Å.

Calculated values
- spin multiplicity = 3
- orbital gap (spin up / spin down) (eV) = 8.07 / 7.93
- ⟨S²⟩ = 2.011
- HOMO level (spin up / spin down) (Eh) = -0.5935 / -0.7173
- total charge = +2
- total energy (eV) = -10185.728
- molecular weight (u) = 104.113
- energy above the lowest of the compared OMol25 structures with the same formula, charge and spin (kcal/mol) = 64.1

---

Record 2
Density functional theory data (wB97M-V/def2-TZVPD) for a molecular structure, C38H44GeHfN10OS3.

Geometry as XYZ:
```
98
Properties=species:S:1:pos:R:3:forces:R:3:mulliken_charge:R:1
Hf -0.653939 -0.410491 0.677438 -0.24 0.44 0.38 1.00
O 2.852714 -1.592432 0.887386 -0.02 0.06 0.02 -0.58
C 2.172185 -0.610066 0.707400 0.16 -0.06 0.01 -0.25
N 1.358287 -0.413045 -0.432467 -0.23 0.00 -0.08 -0.09
C 1.469103 -1.570679 -1.349929 -0.04 -0.04 -0.01 -1.56
C 0.774389 -2.792394 -0.811311 -0.03 0.03 -0.02 0.63
C 1.107080 -4.068835 -1.222288 -0.01 0.04 0.01 -0.92
C 0.384112 -5.143483 -0.729443 -0.04 0.00 0.04 -0.72
C -0.652014 -4.912354 0.173334 0.04 0.01 -0.04 -1.11
C -0.928775 -3.620220 0.547104 0.07 -0.07 -0.06 -0.14
N -0.233975 -2.563316 0.058284 0.03 0.17 0.14 0.58
C 2.061949 0.505932 1.696434 0.01 0.04 -0.07 0.68
C 3.073806 0.805875 2.580341 0.05 -0.05 -0.04 -0.65
C 2.908275 1.909428 3.412626 0.03 0.01 -0.02 -0.96
C 1.741627 2.647823 3.314448 -0.06 0.01 -0.02 -1.19
C 0.748347 2.239131 2.434756 0.01 0.01 0.06 -0.28
N 0.893221 1.178672 1.634091 0.02 -0.24 -0.12 1.07
H 0.999826 -1.294562 -2.296985 0.03 -0.02 0.00 0.45
H 2.516477 -1.805229 -1.546442 -0.01 -0.02 -0.01 0.99
H 1.925255 -4.217404 -1.913883 0.01 0.00 -0.01 0.64
H 0.629324 -6.151917 -1.037031 0.00 -0.01 0.00 0.51
H -1.228649 -5.727636 0.586672 0.00 0.00 0.00 0.56
H -1.708502 -3.398198 1.263216 0.03 -0.03 -0.01 0.35
H 3.974109 0.205358 2.592471 0.00 -0.01 0.00 0.62
H 3.686547 2.192115 4.109660 0.00 0.01 0.01 0.59
H 1.583130 3.528628 3.921777 0.00 0.00 0.00 0.62
H -0.185900 2.778715 2.374768 -0.02 0.00 0.01 0.42
N 0.984844 -2.944582 2.914876 -0.03 0.04 0.03 -0.10
C 0.162440 -2.039948 3.461539 0.05 -0.05 -0.04 -0.37
N -0.478492 -1.064455 2.794154 0.00 -0.02 0.16 1.34
C -1.206828 -0.261228 3.705246 -0.01 -0.02 0.01 -0.76
C -1.134799 -0.659084 4.985069 -0.02 0.00 -0.04 -0.22
S -0.142484 -2.053696 5.149584 0.00 0.01 0.04 -0.10
C -1.995684 0.857603 3.188804 -0.05 -0.05 0.05 -0.44
C -2.850682 1.632120 3.885937 -0.01 -0.03 -0.03 -0.02
S -3.611261 2.776545 2.857651 -0.01 0.03 0.01 -0.08
C -2.750915 2.146304 1.517926 0.00 -0.01 -0.02 -0.33
N -1.928346 1.149781 1.820031 0.02 -0.12 -0.09 1.06
N -2.941278 2.627829 0.262471 0.01 0.02 0.01 -0.24
H 1.473778 -2.749617 2.052827 0.01 -0.02 -0.02 0.02
H 1.451266 -3.599327 3.526689 0.00 0.00 -0.01 0.31
H -1.613900 -0.222037 5.845927 -0.01 -0.01 0.02 0.49
H -3.106646 1.584342 4.931823 0.01 0.00 0.02 0.48
H -3.528218 3.444275 0.162265 0.00 0.00 0.00 0.31
H -2.163050 2.608564 -0.376487 0.00 0.00 -0.01 0.05
N -4.841427 -1.520827 -0.384795 0.01 -0.01 -0.10 -0.13
C -5.267084 -2.714896 0.278523 -0.03 -0.03 0.09 0.18
C -6.218640 -3.538501 -0.291169 0.01 -0.01 0.05 -0.80
C -6.558354 -4.715004 0.368348 -0.02 0.00 -0.04 -0.70
C -5.924919 -5.075118 1.548144 0.00 0.00 0.02 -0.76
C -4.947258 -4.254564 2.099720 0.04 0.08 -0.01 -0.78
C -4.643858 -3.058820 1.467339 -0.02 0.04 -0.12 0.87
S -3.563390 -1.849383 2.160932 0.06 0.03 0.14 0.06
N -2.795876 -1.261087 0.710498 -0.03 -0.04 -0.27 0.14
C -3.588153 -1.068834 -0.314575 0.07 -0.07 0.10 0.86
C -3.007201 -0.330162 -1.468368 -0.02 -0.01 0.04 1.00
C -3.657339 -0.144381 -2.671622 0.05 0.01 0.00 -1.28
C -3.022225 0.559882 -3.689522 0.00 0.00 0.02 -1.20
C -1.738078 1.035392 -3.476627 -0.01 0.03 0.00 -0.90
C -1.139681 0.787063 -2.257344 -0.05 0.04 0.05 -0.29
N -1.753434 0.131032 -1.256114 0.09 0.02 -0.23 -0.36
H -5.414967 -1.235477 -1.164654 0.02 0.00 0.02 0.30
H -6.704414 -3.274641 -1.222647 0.00 0.01 -0.02 0.39
H -7.323965 -5.353015 -0.050904 0.00 -0.01 0.00 0.45
H -6.199516 -5.992098 2.050563 0.00 0.00 0.00 0.45
H -4.463032 -4.521471 3.029812 0.01 -0.01 0.02 0.51
H -4.644774 -0.545372 -2.848005 -0.01 0.01 -0.01 0.52
H -3.524174 0.724382 -4.634473 0.00 0.00 0.00 0.49
H -1.208299 1.586628 -4.241505 0.01 -0.01 0.00 0.66
H -0.136880 1.134475 -2.051634 -0.01 0.00 0.01 0.04
C 4.357100 3.698659 0.498555 0.00 0.01 0.02 -0.76
C 3.171437 4.585764 0.143624 0.01 0.00 -0.02 -0.45
C 2.494264 4.244505 -1.178947 0.01 0.03 0.00 -1.16
C 1.685452 2.925456 -1.187127 -0.02 -0.01 -0.02 -0.06
Ge 2.642976 1.254783 -1.512737 0.06 -0.02 0.01 0.63
C 2.512440 0.680977 -3.363696 0.00 -0.06 0.02 -0.69
C 3.045209 1.787305 -4.300692 -0.02 0.00 -0.04 -0.88
C 4.567532 1.837943 -4.378726 0.02 0.01 0.01 -0.58
C 5.233969 1.909554 -3.010283 -0.02 0.02 0.00 -0.83
H 4.833682 4.032917 1.420138 0.00 0.00 0.00 0.45
H 5.119896 3.727591 -0.281887 -0.01 0.01 0.02 0.28
H 4.064771 2.655023 0.644698 0.02 0.01 0.02 -0.03
H 3.511503 5.620294 0.080625 0.00 0.00 0.01 0.43
H 2.424722 4.566034 0.945995 0.00 0.00 0.00 0.16
H 3.230765 4.254267 -1.985126 0.01 -0.02 -0.02 0.32
H 1.786937 5.038776 -1.425411 -0.01 0.00 0.01 0.53
H 0.973788 2.973758 -2.017828 -0.02 0.00 0.01 0.76
H 1.113823 2.839645 -0.259463 0.02 0.02 -0.04 0.11
H 3.789321 0.810715 -0.618472 0.02 -0.03 0.00 0.00
H 1.452467 0.505186 -3.572885 0.03 -0.01 -0.01 0.50
H 3.043818 -0.256791 -3.528612 0.01 -0.01 -0.01 0.52
H 2.660888 2.766119 -3.989869 -0.01 0.00 0.01 0.29
H 2.633048 1.606249 -5.294675 0.01 0.01 0.00 0.43
H 4.847874 2.706070 -4.975020 0.01 0.00 0.00 0.38
H 4.937282 0.963819 -4.917933 0.00 0.00 0.00 0.35
H 4.729527 2.637510 -2.352535 -0.01 0.00 0.00 0.14
H 6.265380 2.253064 -3.077446 0.01 0.00 0.00 0.53
H 5.269312 0.936799 -2.512945 -0.01 0.00 0.00 0.21
```
Positions in Å, forces in eV/Å.

Calculated values
- orbital gap (eV) = 6.07
- HOMO level (Eh) = -0.6522
- total charge = +4
- total energy (eV) = -147367.672
- molecular weight (u) = 1004.140
- energy above the lowest of the compared OMol25 structures with the same formula, charge and spin (kcal/mol) = 7.4

---

Record 3
Density functional theory data (wB97M-V/def2-TZVPD) for C3H4F2O2 in the gas phase.

Geometry as XYZ:
```
11
Properties=species:S:1:pos:R:3:forces:R:3:nbo_charge:R:1
O -0.437777 -1.578905 -0.652729 -0.01 -1.26 -0.47 -0.48
C 0.028163 -0.526433 -0.388928 -0.65 2.80 0.76 0.51
C -0.027799 0.057513 1.040012 0.13 -2.49 0.21 -0.18
O -1.197199 -0.372724 1.671529 -1.03 0.92 0.38 -0.71
C 0.412179 0.586066 -1.380806 -1.36 -1.99 1.36 0.48
F 0.380349 0.119972 -2.615260 1.13 0.00 -1.32 -0.31
F 1.583911 1.072797 -0.930963 0.63 0.56 -0.83 -0.33
H 0.791461 -0.441909 1.527826 0.98 0.12 0.40 0.19
H 0.081645 1.110102 1.188419 -0.06 0.65 -0.41 0.20
H -1.212349 -1.310834 1.842627 0.28 -0.38 -0.22 0.48
H -0.402582 1.284356 -1.301727 -0.04 1.07 0.12 0.14
```
Positions in Å, forces in eV/Å.

Calculated values
- structure (SMILES) = O=C(CO)C(F)F
- orbital gap (eV) = 10.54
- HOMO level (Eh) = -0.3677
- total charge = 0
- total energy (eV) = -12704.575
- molecular weight (u) = 110.059
- energy above the lowest of the compared OMol25 structures with the same formula, charge and spin (kcal/mol) = 11.8

---

Record 4
Density functional theory data (wB97M-V/def2-TZVPD) for 2 unconnected molecules or ions with the total composition C4H5NO.

Geometry as XYZ:
```
11
Properties=species:S:1:pos:R:3:forces:R:3:nbo_charge:R:1
C -0.134690 0.795674 0.266919 0.05 -0.68 -0.34 -0.40
C -0.292802 1.789881 1.018410 -0.19 3.53 1.63 0.50
C -0.002391 -0.293460 -0.326901 -0.13 -5.13 0.30 0.49
C 0.453577 -1.003130 -1.572229 -0.70 -0.82 3.21 -0.70
N -0.315411 2.912383 1.507345 0.75 -1.64 -2.45 -0.60
O -0.493546 -1.984376 0.611192 -1.18 2.56 -4.35 -0.89
H 1.540745 -1.163173 -1.377796 -0.82 -0.22 -0.71 0.25
H -0.179394 -1.948342 -1.534448 1.25 1.10 -0.60 0.29
H 0.212247 -0.321394 -2.323448 0.07 0.71 -1.87 0.23
H -0.744619 3.180483 2.332626 -0.84 0.28 2.01 0.40
H -0.043718 -1.964546 1.398330 1.75 0.31 3.19 0.44
```
Positions in Å, forces in eV/Å.

Calculated values
- orbital gap (spin up / spin down) (eV) = 8.66 / 8.65
- HOMO level (spin up / spin down) (Eh) = -0.3305 / -0.3305
- total charge = 0
- total energy (eV) = -7761.371
- molecular weight (u) = 83.090
- energy above the lowest of the compared OMol25 structures with the same formula, charge and spin (kcal/mol) = 118.9

---

What did we get for max |F|? Answer: 6.26, 0.63, 2.98, 5.18 eV Å⁻¹, in the order shown.